(1)
The following is a DFT calculation (ωB97M-V/def2-TZVPD) of a cluster of 3 separate species, C4H15NO3 in total.

Each line ends with the Löwdin charge.
Geometry (Å):
C1 1.85 -1.63 0.19  -0.06
C2 0.99 -0.70 -0.45  -0.31
C3 0.19 0.22 0.73  -0.25
C4 -0.65 -0.63 1.68  -0.01
O1 -0.69 1.10 -0.06  -0.11
N1 0.07 -1.34 -1.40  0.39
H1 2.17 -1.17 1.23  0.16
H2 2.74 -1.99 -0.42  0.14
H3 1.17 -2.49 0.38  0.10
H4 1.71 -0.05 -0.95  0.15
H5 0.90 0.87 1.25  0.16
H6 -0.35 -0.35 2.74  0.12
H7 -0.59 -1.64 1.52  0.04
H8 -1.76 -0.21 1.57  0.14
H9 -1.10 1.78 0.62  0.18
H10 -0.28 -2.10 -0.96  0.10
H11 -0.64 -0.82 -1.68  0.09
H12 2.23 2.58 -2.09  0.06
H13 1.00 1.97 -1.45  -0.06
O2 1.38 2.78 -1.65  -0.02
H14 -3.88 1.99 -0.09  0.07
H15 -2.78 0.73 -0.25  -0.02
O3 -3.65 1.11 -0.45  -0.07

## Properties
LUMO energy (spin up / spin down)	-3.20 / -9.34	eV
highest occupied orbital energy (spin up / spin down)	-14.44 / -14.44	eV
total charge	+1
molecular weight	125.2	g mol⁻¹
orbital gap (spin up / spin down)	11.2 / 5.1	eV
relative energy (zero: lowest compared OMol25 entry of this formula, charge and spin)	75.38	kcal per mole
calculated total energy	-12012.5653	eV
2S+1	2

---

(2)
The following is a DFT calculation (ωB97M-V/def2-TZVPD) of a structure of composition C12H41AgB2N3O3.

Each line ends with the Löwdin charge.
Geometry (Å):
Ag1 0.59 0.62 0.95  0.83
B1 -1.74 1.88 1.17  -0.32
H1 -0.91 1.96 0.49  -0.08
H2 -2.56 1.31 0.76  -0.04
H3 -1.48 1.51 2.15  -0.02
H4 -1.99 2.92 1.37  0.00
B2 -2.11 -1.53 1.67  -0.29
H5 -2.48 -1.80 2.65  -0.01
H6 -2.94 -1.25 1.05  -0.03
H7 -1.44 -0.70 1.84  -0.02
H8 -1.59 -2.42 1.35  -0.04
C1 -5.14 -2.14 -1.97  -0.05
C2 -3.97 -1.14 -2.34  -0.39
C3 -2.50 -1.69 -2.20  -0.15
O1 -1.54 -0.81 -2.85  -0.20
C4 -0.91 0.12 -1.98  -0.10
N1 -4.17 -0.69 -3.74  0.02
H9 -5.01 -2.43 -0.93  0.07
H10 -5.25 -2.99 -2.63  0.07
H11 -6.06 -1.54 -1.96  0.07
H12 -3.99 -0.18 -1.84  0.13
H13 -2.58 -2.70 -2.61  0.12
H14 -2.19 -1.82 -1.16  0.09
H15 0.02 0.58 -2.30  0.07
H16 -0.81 -0.25 -0.96  0.05
H17 -1.67 0.89 -1.84  0.09
H18 -4.14 -1.49 -4.35  0.06
H19 -3.26 -0.30 -3.92  0.04
C5 1.91 4.54 -1.19  -0.04
C6 1.73 3.08 -0.74  -0.45
C7 2.53 2.03 -1.52  -0.13
O2 1.86 0.69 -1.38  -0.30
C8 2.53 -0.25 -2.21  -0.11
N2 1.84 2.83 0.67  0.05
H20 1.09 4.77 -1.86  0.08
H21 2.88 4.71 -1.66  0.08
H22 1.70 5.24 -0.39  0.08
H23 0.75 2.81 -1.13  0.12
H24 3.55 1.82 -1.20  0.12
H25 2.45 2.38 -2.55  0.13
H26 2.11 -0.33 -3.21  0.10
H27 2.39 -1.20 -1.70  0.08
H28 3.61 -0.09 -2.24  0.09
H29 1.29 3.53 1.16  0.09
H30 2.82 2.88 0.90  0.10
C9 1.92 -3.39 2.73  -0.05
C10 1.64 -1.85 2.52  -0.37
C11 2.97 -1.06 2.32  -0.21
O3 2.55 0.25 2.28  -0.29
C12 2.42 0.98 3.53  -0.07
N3 0.85 -1.84 1.29  0.01
H31 2.72 -3.43 3.46  0.07
H32 2.21 -3.85 1.79  0.07
H33 1.04 -3.97 3.01  0.08
H34 1.13 -1.44 3.38  0.14
H35 3.38 -1.37 1.36  0.13
H36 3.77 -1.29 3.03  0.13
H37 2.16 0.39 4.41  0.09
H38 1.52 1.59 3.49  0.08
H39 3.35 1.51 3.75  0.09
H40 1.29 -2.48 0.65  0.08
H41 -0.13 -2.10 1.39  -0.02

## Properties
LUMO energy (spin up / spin down)	0.24 / -3.87	eV
highest occupied orbital energy (spin up / spin down)	-8.56 / -8.55	eV
molecular weight	405.0	g mol⁻¹
orbital gap (spin up / spin down)	8.8 / 4.7	eV
calculated total energy	-29062.2396	eV
2S+1	2

---

(3)
The following is a DFT calculation (ωB97M-V/def2-TZVPD) of a cluster of 2 separate species, C28H32ClN3O2 in total.

Each line ends with the Löwdin charge.
Geometry (Å):
C1 4.05 -4.41 4.28  -0.08
C2 3.60 -3.78 2.98  -0.22
O1 2.35 -4.44 2.65  -0.04
C3 1.77 -4.04 1.48  -0.49
C4 0.36 -4.49 1.42  -0.07
N1 -0.40 -4.07 0.47  0.05
C5 -1.69 -4.11 0.31  -0.12
C6 -2.35 -3.70 -0.92  -0.22
C7 -3.74 -3.40 -0.90  -0.04
C8 -4.41 -3.05 -2.07  -0.11
C9 -3.69 -2.99 -3.27  -0.69
Cl1 -4.51 -2.58 -4.72  0.67
C10 -2.31 -3.27 -3.30  -0.10
C11 -1.63 -3.60 -2.12  -0.02
O2 2.32 -3.39 0.61  0.08
H1 4.82 -3.82 4.78  0.08
H2 3.19 -4.51 4.97  0.07
H3 4.48 -5.40 4.08  0.08
H4 3.44 -2.71 3.12  0.11
H5 4.34 -3.92 2.18  0.13
H6 0.06 -5.21 2.20  0.12
H7 -2.36 -4.40 1.14  0.12
H8 -4.26 -3.46 0.05  0.10
H9 -5.47 -2.84 -2.05  0.10
H10 -1.78 -3.22 -4.25  0.10
H11 -0.56 -3.78 -2.12  0.12
C12 -6.68 -0.75 3.31  -0.08
N2 -5.85 0.34 3.78  -0.25
C13 -6.60 1.32 4.56  -0.08
C14 -4.47 0.16 3.97  -0.24
C15 -3.56 0.55 2.95  0.00
C16 -2.21 0.38 3.11  -0.02
C17 -1.65 -0.22 4.29  -0.20
C18 -0.25 -0.40 4.30  0.04
C19 0.61 -0.94 5.29  -0.20
C20 2.01 -0.77 5.09  -0.03
C21 2.94 -1.22 5.99  -0.01
C22 2.54 -1.91 7.17  -0.24
N3 3.51 -2.40 8.07  -0.25
C23 3.83 -1.65 9.27  -0.08
C24 3.72 -3.83 8.22  -0.08
C25 1.16 -2.11 7.37  0.00
C26 0.22 -1.67 6.45  -0.01
C27 -2.57 -0.54 5.33  -0.01
C28 -3.94 -0.40 5.15  0.00
H12 -6.11 -1.39 2.62  0.09
H13 -7.05 -1.37 4.15  0.08
H14 -7.56 -0.33 2.79  0.08
H15 -5.98 2.21 4.74  0.09
H16 -7.49 1.61 3.98  0.08
H17 -6.93 0.90 5.52  0.08
H18 -3.96 1.00 2.04  0.12
H19 -1.51 0.71 2.34  0.12
H20 0.27 -0.01 3.43  0.11
H21 2.33 -0.24 4.19  0.12
H22 4.01 -1.08 5.82  0.12
H23 3.76 -0.57 9.08  0.09
H24 3.14 -1.92 10.10  0.08
H25 4.85 -1.91 9.58  0.08
H26 3.56 -4.34 7.26  0.07
H27 4.76 -3.99 8.55  0.09
H28 3.05 -4.25 8.99  0.08
H29 0.83 -2.63 8.27  0.12
H30 -0.82 -1.92 6.63  0.09
H31 -2.22 -0.88 6.30  0.09
H32 -4.62 -0.74 5.93  0.12

## Properties
LUMO energy	-2.94	eV
highest occupied orbital energy	-5.31	eV
molecular weight	478.0	g mol⁻¹
orbital gap	2.4	eV
calculated total energy	-50637.9876	eV